# 1
Density functional theory data (ωB97M-V with the def2-TZVPD basis set) for a structure of composition C34H42KN3S at a distorted geometry.

Properties
molar mass	563.9	g mol⁻¹
frontier orbital gap (alpha / beta)	4.8 / 4.6	eV
ΔE to the lowest compared entry with this formula, charge and spin	32.3	kJ/mol
total energy	-2483.068634	a.u.
strongest force on any atom	3.265	eV Å⁻¹

Structure (ORCA input):
```
! RIJCOSX wB97M-V def2-TZVPD def2/J DEFGRID3
* xyz -2 1
K 0.32839 -0.72854 -0.75032
C -0.29704 -4.23150 1.81200
C -0.44866 -2.83010 2.36888
C -1.62171 -2.39624 2.98255
C -1.75811 -1.04021 3.25777
C -2.99782 -0.55827 3.98368
C -0.79520 -0.16505 2.89421
C 0.50573 -0.55950 2.34305
C 0.62080 -1.94093 2.14343
N 1.48613 0.26953 1.91424
C 1.52693 1.66704 2.33254
C 1.41285 1.89884 3.87198
C 1.51248 3.38143 4.22520
C 0.49474 4.26039 3.51365
C 0.57366 4.07476 2.00623
C 1.98890 4.58695 1.48006
C 3.03675 3.72851 2.21216
C 2.93655 3.86033 3.73344
C 2.88091 2.27075 1.82955
C 0.41442 2.54928 1.68661
H -1.28366 -4.59018 1.53351
H 0.15821 -4.92974 2.47683
H 0.35622 -4.14524 0.95782
H -2.45953 -3.05418 3.19216
H -3.47600 0.23158 3.38510
H -2.70295 -0.08045 4.94472
H -3.77943 -1.29019 4.10028
H -1.02732 0.83734 3.00381
H 1.52734 -2.26102 1.61644
H 2.29040 1.44020 4.39452
H 0.50286 1.41539 4.22676
H 1.32664 3.50509 5.30439
H 0.69326 5.35978 3.67636
H -0.45590 4.07210 3.88768
H -0.24088 4.66470 1.61250
H 2.01123 5.66414 1.75268
H 2.08409 4.38906 0.41172
H 4.03206 4.04277 1.88478
H 2.92851 4.93765 4.05158
H 3.68994 3.30028 4.33375
H 3.64893 1.76561 2.39424
H 3.16970 2.09611 0.81407
H 0.46232 2.40703 0.61320
H -0.57762 2.20323 1.96801
C -0.88448 0.80152 -5.00012
C -0.62908 1.64273 -3.71347
C -0.82762 3.14166 -4.06083
C 0.40109 1.05875 -2.80611
C -1.28965 1.01391 -2.45497
C -1.72209 1.94949 -1.38253
C -2.39434 1.53126 -0.23249
C -2.99776 0.23380 -0.19352
C -2.71100 -0.62511 -1.31279
C -2.00661 -0.23164 -2.39429
H -0.11673 1.07794 -5.72711
H -1.81520 0.99425 -5.37646
H -0.77916 -0.29580 -4.83540
H -0.19331 3.44956 -4.98303
H -0.48785 3.88384 -3.27382
H -1.87295 3.30057 -4.31191
H 0.67412 1.88308 -2.11681
H -1.37068 2.97280 -1.48868
H -2.46776 2.16321 0.63345
H -3.36014 -0.17939 0.73199
H -3.14549 -1.58993 -1.11897
H -1.97054 -0.89005 -3.20650
N 1.07711 -6.34113 -6.06743
C 0.40512 -6.60138 -4.81635
S -0.31519 -8.13730 -4.59614
C 0.39592 -5.52013 -3.86758
C 1.17065 -4.32586 -4.05575
C 1.12201 -3.28449 -3.16353
N 0.30123 -3.24236 -2.05702
C -0.51714 -4.30478 -1.92540
C -0.53518 -5.40815 -2.75810
H 1.18657 -7.24894 -6.49232
H 1.98471 -5.96122 -5.98290
H 1.74498 -4.22325 -4.95540
H 1.73765 -2.34490 -3.31240
H -1.19320 -4.22859 -1.08342
H -1.27713 -6.19253 -2.61973
*
```


# 2
Density functional theory data (ωB97M-V with the def2-TZVPD basis set) for a structure of composition C31H49NO3P2SY at a distorted geometry.

Properties
molar mass	666.7	g mol⁻¹
frontier orbital gap (alpha / beta)	3.9 / 3.9	eV
ΔE to the lowest compared entry with this formula, charge and spin	835.0	kJ/mol
total energy	-2609.876817	a.u.
strongest force on any atom	13.303	eV Å⁻¹

Structure (ORCA input):
```
! RIJCOSX wB97M-V def2-TZVPD def2/J DEFGRID3
* xyz 1 1
Y -1.09730 0.02691 -2.41577
C -2.42625 1.76236 -0.43622
C -3.17692 1.03241 -1.42115
C -2.64119 -0.40745 0.31626
C -2.14146 0.87849 0.64164
C -3.29497 -0.32915 -0.95200
C -2.20339 3.22545 -0.44502
H -2.00172 3.60092 -1.45733
H -1.35245 3.50232 0.19238
H -3.09022 3.76426 -0.07043
C -1.59708 1.25381 1.96055
H -1.08937 2.22526 1.94092
H -0.87577 0.50012 2.32042
H -2.39271 1.30919 2.72412
C -2.65190 -1.57112 1.22532
H -3.50946 -1.53034 1.91842
H -1.75867 -1.61552 1.86331
H -2.72040 -2.51604 0.67344
C -4.04492 -1.41008 -1.63793
H -5.10750 -1.13853 -1.74750
H -3.99115 -2.34454 -1.06639
H -3.66381 -1.62714 -2.65214
C -3.80856 1.60579 -2.63798
H -4.77251 2.07450 -2.37495
H -4.02302 0.84227 -3.40168
H -3.19096 2.39202 -3.10241
C 0.95041 0.82479 -2.85374
C -0.04803 1.76872 -3.18203
C -0.57938 1.92276 -4.58547
C -1.45104 0.78990 -5.21152
C -1.62313 -0.50636 -4.45223
C -0.52187 -1.32865 -4.11450
C 0.87427 -1.05305 -4.66255
C 1.68404 0.06062 -3.94618
H 0.28091 2.10473 -5.24989
H -1.02607 0.54545 -6.19918
H -1.16671 2.85449 -4.60590
H 2.05642 0.76805 -4.70742
H 1.47285 0.88169 -1.87481
H -0.37376 2.52172 -2.43009
H 2.59177 -0.39037 -3.51304
H 1.45520 -1.98945 -4.61825
H -0.69754 -2.38041 -3.81352
H 0.82136 -0.81702 -5.73911
H -2.45484 1.19275 -5.42059
H -2.65562 -0.90086 -4.35846
P 1.80031 2.70567 0.68674
C 1.66281 3.78726 2.17136
H 2.50474 4.49385 2.19343
H 1.64269 3.17805 3.08917
H 0.71709 4.34274 2.09399
C 3.51608 2.10113 0.94049
H 4.19738 2.95449 1.06627
H 3.80445 1.52705 0.04940
H 3.54819 1.43375 1.81512
C 2.15989 4.00743 -0.56737
H 2.33151 3.52430 -1.53794
H 3.04702 4.58782 -0.27669
H 1.29020 4.67188 -0.65735
P 0.91983 -2.60416 -0.64586
C -0.20403 -4.01736 -0.81353
H 0.41422 -4.90768 -0.97029
H -0.87555 -3.86448 -1.67453
H -0.81095 -4.09867 0.09810
C 2.40793 -3.00127 -1.59330
H 2.19589 -2.95657 -2.67226
H 2.69935 -4.00945 -1.28358
H 3.18413 -2.26187 -1.35110
C 1.38162 -2.55383 1.08973
H 2.10409 -3.35822 1.25546
H 0.48338 -2.67983 1.71190
H 1.82211 -1.57384 1.32204
O -0.89685 -2.50881 3.76529
C -0.02848 -1.70159 4.15846
N 0.32924 -0.56086 3.50129
S 1.66645 0.18122 4.02911
O 2.79363 -0.03136 3.12217
O 1.42030 1.52900 4.47358
C 1.82633 -0.91664 5.39872
C 2.82339 -0.89208 6.37508
C 2.78881 -1.90430 7.36141
C 1.78643 -2.89017 7.32447
C 0.81191 -2.88863 6.32451
C 0.83470 -1.87128 5.36164
H 3.57503 -0.11914 6.35430
H 3.54496 -1.91338 8.13911
H 1.78211 -3.66962 8.09232
H 0.03209 -3.64618 6.25971
*
```


# 3
Density functional theory data (ωB97M-V with the def2-TZVPD basis set) for an isolated molecule of C3H5NO2.

Properties
molar mass	87.1	g mol⁻¹
frontier orbital gap	9.8	eV
ΔE to the lowest compared entry with this formula, charge and spin	395.0	kJ/mol
total energy	-322.423886	a.u.
strongest force on any atom	0.684	eV Å⁻¹

Structure (ORCA input):
```
! RIJCOSX wB97M-V def2-TZVPD def2/J DEFGRID3
* xyz 0 1
C -1.88618 -0.27775 -0.57848
C -0.66851 0.56077 0.99814
O -0.85793 -0.62125 0.38190
O 0.59950 0.92585 0.89370
C 1.62116 0.15437 0.35320
N 2.76706 0.66235 0.41322
H -2.83938 -0.07606 -0.08478
H -1.57693 0.60927 -1.14431
H -1.93144 -1.13035 -1.24603
H 1.31677 -0.81690 -0.03468
H 3.45589 0.00971 0.04812
*
```


# 4
Density functional theory data (ωB97M-V with the def2-TZVPD basis set) for a structure of composition C19H34Cl24O2 at a distorted geometry.

Properties
molar mass	1145.4	g mol⁻¹
frontier orbital gap	8.7	eV
total energy	-11939.125134	a.u.
strongest force on any atom	6.807	eV Å⁻¹

Structure (ORCA input):
```
! RIJCOSX wB97M-V def2-TZVPD def2/J DEFGRID3
* xyz 0 1
C 4.53872 -4.49258 0.98608
C 4.66456 -3.34086 0.35333
C 4.59467 -2.12379 -0.69427
C 3.81130 -0.81751 -0.14995
C 2.79739 -1.08796 1.07253
C 1.58531 -2.09901 0.73200
O 0.29562 -1.42297 0.50994
C -0.32896 -2.22628 -0.53830
O -0.14858 -1.86986 -1.76555
H 4.20557 -5.33805 1.70388
H 4.19739 -2.43070 -1.73955
H 5.70003 -1.79261 -0.86586
H 3.30092 -0.29567 -1.05883
H 4.60830 -0.05725 0.22580
H 3.34267 -1.41822 2.04724
H 2.31879 -0.05895 1.33835
H 1.48981 -2.81004 1.65262
H 1.82784 -2.76587 -0.19251
H -0.91253 -3.18422 -0.26809
C 6.90060 -2.38055 3.62056
Cl 7.99578 -1.00991 3.38357
Cl 5.75884 -2.52974 2.27363
H 7.48842 -3.29569 3.68846
H 6.34162 -2.23177 4.54506
C 1.61409 2.24908 -1.28250
Cl 2.26909 2.29211 0.35819
Cl 2.86264 2.62528 -2.47578
H 1.22279 1.25097 -1.48217
H 0.81235 2.98272 -1.36368
C -1.70424 -2.91914 -4.48350
Cl -1.37563 -2.54817 -6.18094
Cl -3.28756 -2.30524 -3.99072
H -1.68581 -4.00030 -4.34720
H -0.93682 -2.45587 -3.86386
C -3.91601 -2.55647 0.61039
Cl -3.25043 -2.54436 2.24803
Cl -2.66553 -2.19344 -0.58673
H -4.33045 -3.54304 0.40319
H -4.70130 -1.80430 0.54040
C 6.70906 1.35490 -2.62555
Cl 7.29760 0.99320 -0.99832
Cl 6.51564 -0.12249 -3.57710
H 5.74426 1.85548 -2.54978
H 7.42549 2.00689 -3.12491
C -1.96737 0.29812 3.98552
Cl -0.34815 0.90122 3.61182
Cl -2.36396 0.55027 5.68999
H -2.69399 0.82855 3.37024
H -2.00753 -0.76885 3.76630
C -6.11171 0.85969 -0.76220
Cl -5.51818 0.47206 0.85893
Cl -6.33658 -0.60548 -1.72603
H -7.06718 1.37707 -0.67544
H -5.38495 1.50559 -1.26364
C -5.39406 2.74611 -4.31661
Cl -5.36056 3.02159 -2.56911
Cl -6.15927 4.09697 -5.16042
H -4.37165 2.63608 -4.67741
H -5.95742 1.83570 -4.52088
C 0.72818 0.99690 7.57210
Cl 2.13812 2.04190 7.78535
Cl 0.99636 -0.59257 8.29822
H -0.13381 1.46318 8.04865
H 0.53757 0.87201 6.50644
C 9.34518 -5.95515 4.50862
Cl 9.67976 -5.59263 2.81156
Cl 7.74071 -5.38073 4.97930
H 9.39263 -7.03375 4.65680
H 10.09351 -5.46399 5.13027
C -6.32726 6.92900 -2.82426
Cl -4.80185 7.81800 -2.73834
Cl -7.66659 7.99831 -3.25475
H -6.24024 6.14910 -3.57950
H -6.53093 6.48008 -1.85219
C -10.65422 6.03230 -4.62560
Cl -8.93367 5.63284 -4.68125
Cl -11.38427 5.93781 -6.23252
H -11.15985 5.32851 -3.96486
H -10.77013 7.04647 -4.24276
*
```